Entry 1:
The following is a quantum chemistry calculation of a 2-piece molecular cluster, C33H59FN5O5 overall at a distorted geometry, from OMol25.

Structure (ORCA input):
```
! wB97M-V def2-TZVPD RIJCOSX def2/J DEFGRID3
* xyz 1 1
C -4.990 -1.463 2.566
C -5.028 -3.057 2.944
C -5.647 -4.035 1.784
C -5.050 -3.798 0.276
C -4.467 -5.159 -0.453
C -3.073 -5.734 0.188
C -2.108 -4.544 0.858
C -0.549 -5.030 0.984
C 0.249 -4.491 2.309
C -0.339 -3.112 2.969
C -0.224 -1.779 2.022
C 0.340 -0.526 2.976
C 0.575 0.867 2.141
C -0.581 2.011 2.383
C 0.032 3.534 2.632
C 0.789 4.148 1.300
N 2.291 4.478 1.209
C 2.654 5.048 -0.147
C 4.135 5.531 -0.733
C 4.146 7.070 -1.301
N 5.460 7.807 -0.972
N 3.064 7.844 -0.523
N 3.898 7.142 -2.798
N 1.312 5.072 -0.852
F 1.391 5.595 -2.099
C 0.078 4.544 -0.148
C -1.475 4.405 -0.656
C -1.634 3.847 -2.207
C -1.511 5.036 -3.338
C -2.538 4.854 -4.621
C -1.677 3.968 -5.747
O -0.609 4.799 -6.395
C 0.519 3.956 -6.824
C 1.955 4.340 -6.058
H -6.053 -1.005 2.740
H -4.527 -1.206 1.523
H -4.275 -0.949 3.372
H -5.757 -3.156 3.884
H -3.966 -3.384 3.348
H -5.547 -5.176 2.059
H -6.818 -3.816 1.753
H -5.976 -3.453 -0.394
H -4.269 -2.912 0.191
H -4.296 -4.969 -1.598
H -5.312 -5.998 -0.359
H -3.367 -6.433 1.107
H -2.495 -6.357 -0.636
H -2.629 -4.260 1.866
H -2.122 -3.665 0.053
H -0.579 -6.220 1.075
H 0.034 -4.784 -0.003
H 1.382 -4.317 1.981
H 0.236 -5.339 3.118
H 0.327 -2.896 3.936
H -1.441 -3.260 3.395
H -1.321 -1.496 1.647
H 0.490 -1.973 1.115
H 1.372 -0.818 3.485
H -0.440 -0.392 3.856
H 0.569 0.631 0.975
H 1.634 1.298 2.413
H -1.271 1.656 3.269
H -1.278 2.101 1.437
H -0.855 4.283 2.904
H 0.763 3.579 3.569
H 2.967 4.309 2.008
H 4.995 5.358 0.069
H 4.404 4.834 -1.662
H 6.258 7.399 -1.508
H 5.628 7.810 0.059
H 3.389 8.849 -0.581
H 2.166 7.806 -1.059
H 3.775 8.125 -3.130
H 4.616 6.617 -3.346
H -2.082 5.399 -0.528
H -2.019 3.596 0.029
H -2.655 3.242 -2.333
H -0.782 3.029 -2.337
H -1.590 6.080 -2.813
H -0.414 4.938 -3.795
H -3.565 4.361 -4.346
H -2.646 5.932 -5.109
H -2.393 3.496 -6.551
H -1.099 3.150 -5.099
H 0.361 2.805 -6.680
H 0.750 4.109 -7.985
H 2.896 3.898 -6.645
H 2.123 5.520 -6.051
H 2.025 3.883 -4.973
C 3.988 -7.290 3.513
C 4.896 -7.832 2.700
C 4.491 -8.645 1.520
O 5.348 -9.115 0.780
C 3.053 -8.858 1.290
C 2.145 -8.319 2.106
C 2.550 -7.483 3.269
O 1.692 -6.985 3.990
O 0.792 -8.517 1.898
O 6.249 -7.657 2.923
H 4.268 -6.695 4.373
H 2.773 -9.466 0.440
H 0.343 -8.025 2.619
H 6.699 -8.144 2.199
*
```

Entry 2:
The following is a quantum chemistry calculation of a 2-piece molecular cluster, CH2O3S2 overall at a distorted geometry, from OMol25.

Structure (ORCA input):
```
! wB97M-V def2-TZVPD RIJCOSX def2/J DEFGRID3
* xyz 0 1
C -2.159 0.327 -0.092
O 1.749 0.283 -0.300
O 3.467 -0.011 1.304
O -1.499 1.355 -0.139
S -1.331 -1.256 -0.234
S 3.133 0.050 -0.116
H -3.305 0.189 0.120
H -0.055 -0.937 -0.542
*
```

Its energy above the lowest of the compared OMol25 structures with the same formula, charge and spin is 0.378 eV.

Entry 3:
The following is a quantum chemistry calculation of C18H36N2O2Rb as an isolated structure at a distorted geometry, from OMol25.

Structure (ORCA input):
```
! wB97M-V def2-TZVPD RIJCOSX def2/J DEFGRID3
* xyz 0 2
Rb -22.186 -26.844 -5.300
C -19.905 -28.033 -7.946
C -20.850 -29.320 -8.101
C -20.114 -30.409 -7.228
C -20.880 -31.644 -6.726
C -22.197 -31.237 -6.163
C -23.045 -30.349 -7.082
N -22.225 -29.195 -7.474
O -22.969 -28.025 -8.065
C -24.214 -29.913 -6.172
C -23.661 -31.064 -8.307
C -20.806 -29.776 -9.533
H -18.907 -28.262 -8.320
H -19.804 -27.642 -6.934
H -20.319 -27.227 -8.552
H -19.722 -29.931 -6.330
H -19.325 -30.845 -7.841
H -20.345 -32.085 -5.885
H -20.984 -32.409 -7.495
H -22.076 -30.658 -5.247
H -22.799 -32.094 -5.860
H -24.870 -29.104 -6.496
H -23.856 -29.654 -5.176
H -24.914 -30.722 -5.961
H -22.843 -31.425 -8.930
H -24.300 -30.350 -8.826
H -24.336 -31.855 -7.980
H -19.962 -29.499 -10.164
H -21.591 -29.227 -10.054
H -20.971 -30.850 -9.621
C -22.235 -21.927 -9.152
C -21.075 -22.224 -8.135
C -20.502 -20.811 -7.712
C -19.361 -20.912 -6.635
C -19.820 -21.813 -5.440
C -20.472 -23.203 -5.838
N -21.519 -22.957 -6.906
O -22.140 -24.211 -7.263
C -21.277 -23.491 -4.580
C -19.282 -24.185 -6.086
C -20.013 -22.887 -9.052
H -22.388 -22.753 -9.846
H -21.934 -21.056 -9.734
H -23.144 -21.711 -8.590
H -21.256 -20.226 -7.186
H -20.113 -20.338 -8.615
H -19.168 -19.967 -6.128
H -18.398 -21.317 -6.945
H -20.457 -21.250 -4.758
H -18.967 -21.962 -4.779
H -21.845 -24.406 -4.416
H -21.897 -22.643 -4.287
H -20.685 -23.457 -3.665
H -18.650 -24.193 -5.198
H -18.570 -23.761 -6.794
H -19.593 -25.204 -6.315
H -20.462 -23.502 -9.832
H -19.396 -23.608 -8.516
H -19.348 -22.180 -9.547
*
```

Its energy above the lowest of the compared OMol25 structures with the same formula, charge and spin is 0.000 eV.

Entry 4:
The following is a quantum chemistry calculation of a 9-piece molecular cluster, C33H73Cl10N4O8 overall at a distorted geometry, from OMol25.

Structure (ORCA input):
```
! wB97M-V def2-TZVPD RIJCOSX def2/J DEFGRID3
* xyz 2 4
C -1.461 4.343 -0.937
C -1.532 3.256 -2.026
C -0.163 2.951 -2.766
O -0.337 1.817 -3.581
C 0.776 1.097 -3.838
N -2.202 2.054 -1.304
H -2.300 1.338 -2.009
H -1.537 1.633 -0.671
H -3.106 2.223 -0.885
H -1.300 5.347 -1.332
H -0.669 4.115 -0.223
H -2.418 4.571 -0.468
H -2.314 3.674 -2.661
H 0.492 2.684 -1.936
H 0.247 3.780 -3.344
H 1.402 0.675 -3.051
H 1.455 1.689 -4.451
H 0.440 0.234 -4.413
C -3.487 -0.132 1.245
C -4.522 -0.966 2.058
C -4.260 -1.187 3.525
O -5.368 -1.867 4.138
C -5.464 -3.298 3.991
N -5.891 -0.284 1.930
H -5.990 0.518 2.536
H -6.109 0.049 1.002
H -6.711 -0.819 2.178
H -3.322 0.920 1.475
H -3.700 -0.230 0.181
H -2.440 -0.435 1.252
H -4.603 -1.915 1.527
H -4.102 -0.198 3.956
H -3.296 -1.660 3.713
H -6.443 -3.775 3.971
H -4.817 -3.661 4.790
H -4.889 -3.619 3.123
Cl 0.651 0.302 0.945
O 0.337 -0.890 1.641
O 0.205 0.090 -0.411
O -0.103 1.396 1.441
O 2.075 0.554 1.003
C 3.267 3.774 -0.054
C 4.458 4.006 -0.994
C 5.457 5.024 -0.339
C 6.429 4.441 0.680
C 7.161 3.318 -0.056
C 6.297 2.171 -0.644
N 5.178 2.773 -1.466
O 4.371 1.742 -2.187
C 7.274 1.283 -1.506
C 5.793 1.158 0.416
C 3.837 4.775 -2.252
H 2.485 3.112 -0.425
H 2.794 4.714 0.230
H 3.519 3.310 0.899
H 6.087 5.411 -1.141
H 4.974 5.884 0.126
H 5.907 4.096 1.573
H 7.123 5.151 1.131
H 7.846 2.853 0.653
H 7.790 3.712 -0.853
H 7.605 1.843 -2.381
H 8.061 1.099 -0.774
H 6.791 0.380 -1.878
H 4.978 1.452 1.077
H 5.376 0.275 -0.067
H 6.553 0.676 1.031
H 4.690 5.035 -2.879
H 3.207 5.606 -1.937
H 3.115 4.188 -2.820
C -4.652 -5.144 -4.864
C -3.772 -4.860 -3.618
C -2.399 -5.558 -3.974
C -1.359 -5.277 -2.924
C -1.069 -3.803 -3.032
C -2.340 -2.894 -2.688
N -3.552 -3.376 -3.457
O -4.759 -2.557 -3.289
C -2.466 -2.858 -1.125
C -1.995 -1.459 -3.156
C -4.426 -5.705 -2.414
H -5.700 -4.843 -4.853
H -4.655 -6.220 -5.039
H -4.303 -4.610 -5.748
H -2.428 -6.646 -4.046
H -2.015 -5.265 -4.951
H -0.360 -5.665 -3.123
H -1.624 -5.673 -1.944
H -0.705 -3.654 -4.048
H -0.264 -3.680 -2.308
H -1.649 -2.327 -0.637
H -3.403 -2.365 -0.867
H -2.486 -3.818 -0.609
H -2.915 -0.877 -3.214
H -1.386 -0.905 -2.442
H -1.516 -1.446 -4.136
H -4.537 -6.762 -2.656
H -5.406 -5.368 -2.078
H -3.841 -5.611 -1.499
Cl -0.340 -4.425 1.729
C -1.214 -3.662 3.088
C -0.253 -3.286 4.350
Cl -1.302 -3.023 5.828
H -1.942 -4.400 3.426
H -1.680 -2.739 2.742
H 0.351 -2.399 4.155
H 0.458 -4.088 4.548
Cl 0.909 5.918 1.791
C 1.133 4.564 2.896
C 2.105 4.677 3.966
Cl 3.711 5.365 3.558
H 1.421 3.704 2.292
H 0.150 4.245 3.244
H 2.222 3.709 4.453
H 1.743 5.411 4.687
Cl -1.968 0.231 6.004
C -0.788 0.639 4.725
C 0.585 0.961 5.201
Cl 0.596 2.497 6.038
H -1.190 1.449 4.116
H -0.694 -0.263 4.121
H 1.230 1.090 4.332
H 0.995 0.251 5.919
C 2.732 -3.316 -0.530
Cl 2.221 -4.987 -0.921
Cl 3.124 -2.367 -2.001
Cl 4.117 -3.352 0.540
H 1.902 -2.814 -0.031
*
```

Entry 5:
The following is a quantum chemistry calculation of C4H9NO2P as an isolated structure at a distorted geometry, from OMol25.

Structure (ORCA input):
```
! wB97M-V def2-TZVPD RIJCOSX def2/J DEFGRID3
* xyz -1 1
C 0.278 1.324 -0.061
C -0.805 2.175 -0.413
C 1.145 -1.722 -0.298
C 0.696 -0.990 0.934
N -0.295 0.116 0.553
O -1.894 -0.751 -1.453
O -2.919 -0.224 0.865
P -1.835 -0.013 -0.133
H 0.906 1.078 -0.894
H 0.957 1.608 0.666
H -1.074 2.776 0.415
H -0.830 2.610 -1.342
H 1.019 -2.796 -0.202
H 0.570 -1.372 -1.132
H 2.321 -1.607 -0.544
H 0.151 -1.744 1.587
H 1.607 -0.468 1.452
*
```

Its energy above the lowest of the compared OMol25 structures with the same formula, charge and spin is 1.778 eV.

Entry 6:
The following is a quantum chemistry calculation of a 2-piece molecular cluster, C4H11NO overall at a distorted geometry, from OMol25.

Structure (ORCA input):
```
! wB97M-V def2-TZVPD RIJCOSX def2/J DEFGRID3
* xyz 0 1
C -1.571 0.379 0.736
C -0.826 1.134 -0.342
N -0.828 2.491 -0.213
O -0.492 0.594 -1.379
H -1.309 -0.666 0.791
H -2.634 0.468 0.508
H -1.421 0.872 1.699
H -0.398 3.041 -0.936
H -0.976 2.927 0.681
C 2.196 -2.530 0.130
C 1.145 -1.629 0.755
H 2.635 -3.245 0.823
H 1.745 -3.090 -0.692
H 3.026 -1.972 -0.305
H 0.614 -2.205 1.518
H 0.388 -1.233 0.092
H 1.549 -0.742 1.230
*
```

The SMILES is CC(N)=O.CC. Its energy above the lowest of the compared OMol25 structures with the same formula, charge and spin is 0.253 eV.

Energy for the records above, in order: -2041.787235 -1061.359730 -991.288171 -6722.867658 -704.440533 -289.007735 Ha